(1)
Below is a molecular structure, C22H23N11Rh in a non-equilibrium geometry, with properties calculated with ωB97M-V/def2-TZVPD.

Each line ends with the Löwdin charge.
Positions of all 57 atoms, in Å:
Rh1 0.11 0.25 0.76  1.2453
N1 1.18 1.61 1.84  0.0131
N2 2.29 2.99 3.35  -0.1319
N3 0.86 1.31 4.12  0.1820
N4 1.49 -1.27 0.60  -0.0176
N5 -1.63 1.29 0.33  -0.0159
N6 -0.37 -0.23 5.29  0.2208
N7 -0.56 -0.72 -0.80  -0.0269
N8 -3.94 2.49 -0.50  0.1429
N9 3.22 -3.32 0.10  0.1436
N10 -2.00 -3.17 -7.20  0.1022
N11 -0.53 -0.18 2.97  0.1221
C1 -2.21 2.24 1.06  -0.0573
C2 0.23 -1.68 -1.37  -0.1593
C3 2.46 -1.57 1.46  -0.0573
C4 -2.77 -2.24 -6.73  -0.0839
C5 -0.66 -3.22 -5.30  0.0255
C6 -0.05 -2.19 -2.62  0.1025
C7 -1.44 -2.22 -4.72  -0.1468
C8 -0.98 -3.68 -6.57  -0.0838
C9 2.24 3.81 4.54  0.0048
C10 -1.14 -1.71 -3.37  -0.0578
C11 -0.04 0.27 4.09  -0.4513
C12 -2.52 -1.72 -5.46  0.0264
C13 -3.43 1.54 -1.23  -0.0099
C14 3.34 -2.61 1.20  -0.0324
C15 -2.24 0.89 -0.83  -0.1393
C16 2.28 -3.07 -0.76  -0.0094
C17 1.36 -2.03 -0.53  -0.1374
C18 3.18 3.50 2.31  -0.0145
C19 -1.59 -0.20 -1.52  -0.1583
C20 1.44 1.98 3.07  -0.3757
C21 -3.38 2.85 0.64  -0.0316
C22 -1.90 -0.69 -2.78  0.1028
H1 -0.05 0.16 6.16  0.1416
H2 -1.75 2.51 2.00  0.1144
H3 4.05 3.95 2.79  0.1117
H4 1.20 1.56 5.04  0.1496
H5 2.54 -0.99 2.37  0.1135
H6 0.60 -2.95 -3.02  0.1166
H7 -3.18 -0.95 -5.11  0.1064
H8 -1.20 -0.94 3.08  0.1048
H9 3.21 4.26 4.71  0.1120
H10 1.51 4.61 4.41  0.1189
H11 2.21 -3.71 -1.62  0.1399
H12 -0.41 -4.46 -7.07  0.1315
H13 -3.87 3.63 1.21  0.1381
H14 -3.59 -1.90 -7.34  0.1316
H15 4.14 -2.87 1.88  0.1380
H16 1.60 2.23 1.15  0.0859
H17 2.71 4.26 1.69  0.1154
H18 -2.73 -0.24 -3.30  0.1169
H19 3.54 2.68 1.68  0.1010
H20 0.19 -3.67 -4.81  0.1059
H21 -1.02 -1.00 5.36  0.1428
H22 1.98 3.25 5.44  0.0883
H23 -3.95 1.27 -2.13  0.1397

Computed properties:
Total charge   +3
Gap between HOMO and LUMO (spin up / spin down)   4.02 / 4.02 eV

---

(2)
Below is a single C22H23N3O7S molecule in a non-equilibrium geometry, with properties calculated with ωB97M-V/def2-TZVPD.

Each line ends with the Löwdin charge.
Positions of all 56 atoms, in Å:
S1 2.13 1.00 0.73  0.7178
O1 0.51 5.43 -3.63  -0.0793
O2 2.62 1.77 1.83  -0.2664
O3 2.89 0.97 -0.48  -0.2582
O4 -1.39 -4.37 3.75  0.1157
O5 1.69 -2.46 2.51  0.0402
O6 -2.18 -6.06 2.53  0.1067
O7 -1.02 -0.06 3.01  0.0799
N1 0.56 1.51 0.32  -0.1824
N2 -1.26 -0.37 0.76  0.1538
N3 1.61 -2.87 1.22  0.1320
C1 -2.15 -2.13 -0.62  -0.2102
C2 0.71 3.08 -3.01  -0.0018
C3 0.53 4.43 -2.71  -0.2720
C4 0.73 5.12 -4.98  -0.0857
C5 -0.88 0.31 1.87  -0.4507
C6 0.36 4.81 -1.38  0.0114
C7 0.37 3.88 -0.37  -0.0054
C8 -1.60 -2.59 1.69  0.0565
C9 1.84 -1.14 2.56  -0.2726
C10 0.54 2.53 -0.67  -0.2850
C11 -1.96 -3.92 1.51  -0.1225
C12 -1.68 -1.70 0.63  -0.1664
C13 1.70 -1.89 -1.02  0.0085
C14 1.72 -1.82 0.46  -0.3112
C15 -2.41 -4.35 0.27  -0.0018
C16 0.71 2.14 -1.99  -0.0175
C17 -2.50 -3.46 -0.78  -0.0261
C18 -0.27 1.67 1.51  -0.0921
C19 1.92 -0.46 3.87  0.0236
C20 -1.86 -4.90 2.61  -0.4857
C21 -2.28 -1.16 -1.77  -0.0362
C22 1.86 -0.66 1.27  -0.1692
H1 -1.33 -5.06 4.43  0.1348
H2 -1.27 -2.25 2.66  0.1122
H3 0.69 6.06 -5.51  0.0940
H4 2.43 -1.10 4.58  0.0980
H5 0.23 5.86 -1.16  0.1216
H6 2.45 0.48 3.75  0.0798
H7 1.70 4.65 -5.13  0.0971
H8 0.86 2.75 -4.02  0.1060
H9 0.32 2.03 2.36  0.1297
H10 -1.08 2.37 1.31  0.1445
H11 -1.32 -0.74 -2.06  0.0667
H12 0.91 -0.27 4.23  0.0866
H13 0.27 4.19 0.66  0.1201
H14 -2.70 -1.67 -2.63  0.0823
H15 -2.86 -3.79 -1.74  0.1123
H16 -0.06 4.46 -5.37  0.0956
H17 0.67 -1.86 -1.38  0.0706
H18 -2.94 -0.34 -1.50  0.0921
H19 -2.68 -5.39 0.14  0.1198
H20 2.25 -1.04 -1.42  0.0671
H21 2.14 -2.82 -1.35  0.0930
H22 0.86 1.10 -2.22  0.1082
H23 -1.09 0.12 -0.11  0.1203

Computed properties:
ΔE to the lowest compared entry with this formula, charge and spin   47.70 kcal/mol
SMILES   COc1ccc(N(CC(=O)Nc2cc(C(=O)O)ccc2C)S(=O)(=O)c2c(C)noc2C)cc1
Gap between HOMO and LUMO   9.10 eV

---

(3)
Below is a single C22H23N5O2S molecule in a non-equilibrium geometry, with properties calculated with ωB97M-V/def2-TZVPD.

Each line ends with the Löwdin charge.
Positions of all 53 atoms, in Å:
S1 0.63 -0.24 -4.31  0.9937
O1 3.61 1.37 -4.09  0.0488
O2 2.15 2.28 0.70  0.0529
N1 2.15 2.40 -2.68  0.0639
N2 -0.31 1.26 -2.24  0.1214
N3 -0.61 -0.97 -2.07  0.0983
N4 -1.29 1.83 -0.14  0.2022
N5 -1.11 -0.37 -0.99  0.0027
C1 1.73 0.11 0.95  -0.0664
C2 -1.45 -3.41 4.45  -0.2730
C3 0.18 -1.65 4.29  -0.0659
C4 -1.92 -1.43 3.15  -0.2256
C5 -1.87 -4.74 4.99  -0.0494
C6 1.66 1.34 1.53  -0.1391
C7 -1.72 -0.92 0.07  -0.1560
C8 -0.20 -2.89 4.77  -0.0483
C9 -2.30 2.32 1.96  -0.0209
C10 3.07 2.48 -1.56  -0.0788
C11 -0.91 1.00 -1.09  -0.3337
C12 -2.29 -2.67 3.64  -0.0117
C13 -1.89 -2.40 0.08  0.0222
C14 2.48 1.71 -3.80  -0.5835
C15 2.55 1.65 -0.43  -0.2549
C16 -0.67 -0.92 3.48  -0.0452
C17 -0.13 0.04 -2.79  -0.6916
C18 1.28 1.43 -4.70  -0.3484
C19 -2.85 -0.63 2.27  -0.0871
C20 2.31 0.31 -0.33  -0.0193
C21 -1.89 1.32 0.92  -0.2684
C22 -2.15 -0.06 1.07  -0.1163
H1 -3.29 0.17 2.86  0.1174
H2 -1.43 -2.82 -0.81  0.0767
H3 4.04 2.13 -1.91  0.1300
H4 -1.43 -2.83 0.97  0.0891
H5 0.48 2.15 -4.57  0.0790
H6 -1.90 2.06 2.93  0.0796
H7 2.52 -0.43 -1.07  0.1191
H8 -3.27 -3.07 3.38  0.1194
H9 3.15 3.52 -1.23  0.1306
H10 -2.77 -5.10 4.49  0.0742
H11 -1.92 3.29 1.66  0.0842
H12 -1.08 -5.48 4.87  0.0808
H13 -2.08 -4.66 6.06  0.0850
H14 0.47 -3.46 5.40  0.1126
H15 -2.95 -2.66 0.09  0.0992
H16 1.60 1.36 -5.74  0.0827
H17 -3.67 -1.28 1.93  0.1212
H18 1.32 1.67 2.48  0.1154
H19 -3.38 2.38 2.03  0.0890
H20 -0.36 0.04 3.10  0.0900
H21 1.16 -1.25 4.54  0.1068
H22 1.16 2.46 -2.46  0.0987
H23 1.42 -0.82 1.37  0.0965

Computed properties:
ΔE to the lowest compared entry with this formula, charge and spin   0.00 kcal/mol
SMILES   Cc1cccc(Cc2c(C)nc3nc(SCC(=O)NCc4ccco4)nn3c2C)c1
Gap between HOMO and LUMO   8.77 eV

---

(4)
Below is a molecular structure, C22H23N5O2S2Tl, with properties calculated with ωB97M-V/def2-TZVPD.

Each line ends with the Löwdin charge.
Positions of all 55 atoms, in Å:
Tl1 -1.31 -0.59 2.43  0.5555
S1 -3.26 -2.34 0.54  0.4597
S2 2.50 -1.43 -0.54  0.9730
O1 0.24 2.45 -0.93  -0.0261
O2 -1.88 3.02 -1.38  -0.0396
N1 -1.52 -1.99 -2.93  0.1114
N2 -1.78 -0.73 -1.15  -0.0672
N3 0.73 1.19 1.90  0.0353
N4 -1.67 0.36 -0.27  0.1009
N5 -2.24 -2.62 -1.96  0.0097
C1 -1.24 -0.83 -2.41  -0.3216
C2 1.39 5.09 -1.60  -0.0383
C3 1.67 0.68 1.10  -0.3236
C4 0.50 5.37 -0.42  -0.2143
C5 2.79 1.43 0.73  -0.0441
C6 -0.46 0.26 -3.04  0.0052
C7 2.90 2.73 1.16  -0.0697
C8 -0.54 4.50 -0.08  -0.0641
C9 -2.44 3.82 1.43  -0.0352
C10 -0.04 6.77 1.49  -0.2889
C11 0.24 7.97 2.35  -0.0658
C12 -1.06 5.88 1.82  -0.0233
C13 0.85 2.45 2.31  -0.1417
C14 1.44 -0.70 0.65  -0.5465
C15 -2.43 -1.89 -0.85  -0.8388
C16 0.52 -2.77 0.34  -0.2567
C17 1.91 3.27 1.97  -0.0637
C18 -1.33 4.76 1.04  -0.2128
C19 0.42 -1.52 1.03  -0.3583
C20 0.72 6.50 0.36  -0.0304
C21 -0.75 3.22 -0.88  -0.6469
C22 1.56 -2.86 -0.53  -0.4477
H1 1.52 7.18 0.09  0.1096
H2 0.05 2.82 2.94  0.1083
H3 3.55 0.99 0.09  0.0861
H4 0.80 4.85 -2.49  0.0864
H5 -1.01 1.20 -3.00  0.0764
H6 0.36 8.87 1.74  0.0716
H7 3.75 3.34 0.86  0.1054
H8 2.01 4.22 -1.40  0.0709
H9 -0.25 -0.03 -4.07  0.0816
H10 -0.70 0.69 -0.33  0.0530
H11 0.46 0.43 -2.50  0.0731
H12 -2.07 2.80 1.57  0.0599
H13 -2.91 4.14 2.36  0.0739
H14 -0.57 8.15 3.06  0.0673
H15 -3.20 3.78 0.64  0.0819
H16 1.16 7.84 2.93  0.0734
H17 1.93 4.30 2.30  0.1007
H18 -0.19 -3.58 0.47  0.0809
H19 -1.67 6.07 2.69  0.1071
H20 -2.58 -3.55 -2.08  0.1374
H21 2.03 5.95 -1.82  0.0689
H22 -2.21 1.14 -0.66  0.0896
H23 1.84 -3.69 -1.16  0.0513

Computed properties:
ΔE to the lowest compared entry with this formula, charge and spin   0.00 kcal/mol
Total charge   -1
Gap between HOMO and LUMO   7.07 eV

---

Number 1: E -42560.96673 eV. Number 2: E -52824.82955 eV. Number 3: E -45568.89209 eV. Number 4: E -61099.47613 eV.